DFT (wB97M-V/def2-TZVPD) results for a structure of composition C31H34BrInN7O3Se2 at a distorted geometry.

The LUMO energy is -3.5 eV.

ORCA input file:
```
! RIJCOSX wB97M-V def2-TZVPD def2/J DEFGRID3
* xyz 1 1
In 0.56204 -0.86699 -0.88105
Br 0.40922 2.73389 5.31896
Se 1.50363 -2.23960 -2.67972
Se -0.57692 1.14166 -1.92548
O -0.43710 -1.73983 -6.68900
O 3.99435 6.05667 3.72239
O 2.03363 -0.66789 -5.68402
N 0.54761 -1.61445 1.28524
N -1.43549 -2.35523 -0.36160
N -2.15979 0.16554 1.94366
N -4.47362 1.12331 2.99468
N 2.29113 0.24030 0.33122
N 1.05522 3.23747 2.65503
N -5.45679 -1.00409 2.93116
C 1.38944 3.62285 3.89225
C -0.13919 -0.51756 -4.57074
C 3.27419 0.96788 -0.17834
C -3.04036 -3.92280 -1.06948
C 0.07205 -1.93947 -3.95841
C 4.16456 1.41666 2.01536
C -3.01701 -1.66839 -2.08951
C 3.06371 5.18759 3.30977
C 1.15620 0.20780 -4.96348
C -1.07450 0.43756 -3.72964
C 1.01434 -1.04343 3.55905
C -1.73171 -4.44206 0.81889
C 2.66304 5.00226 1.98042
C -3.44565 1.91513 2.78711
C -2.40979 -2.69224 -1.14778
C -0.27020 -2.59696 1.70679
C -2.62645 -4.86918 -0.12336
C -0.44148 -2.85895 3.09849
C 1.19048 -0.84424 2.18192
C -1.01741 -0.75407 -5.86568
C 3.07980 0.68656 2.55384
C 0.24637 -2.08893 3.96205
C 3.58443 0.94229 -1.65401
C -2.26585 1.50236 2.16632
C -4.39221 -0.13588 2.63462
C 1.66432 4.01529 1.73336
C 2.19551 0.07100 1.68470
C -3.22003 -0.59822 2.06450
C 2.35649 4.52058 4.29675
C -1.12471 -3.21733 0.68337
C 4.27212 1.52493 0.66518
H 4.25435 1.77487 -1.88538
H -1.42324 -5.13184 1.56587
H 5.10583 2.08294 0.25915
H 1.48697 -0.44072 4.31529
H 3.01287 5.61322 1.17668
H -2.52148 -0.74627 -1.81569
H 0.13434 -2.27574 5.04448
H 1.66114 0.58542 -4.06427
H 0.53461 -1.67120 -6.63713
H -4.02570 -1.54982 -1.84681
H 0.35204 -2.65653 -4.71325
H 4.12848 0.03606 -1.89601
H 2.58052 4.59910 5.35909
H -1.36146 2.08913 1.98289
H -5.47947 -1.79639 2.27124
H -3.64122 2.92397 3.14286
H -3.15129 -1.60488 1.81100
H -2.04887 -1.08650 -5.63425
H 2.63862 0.93864 -2.16093
H -2.93855 -1.91066 -3.14333
H 4.93149 1.77948 2.65584
H 1.34557 3.90504 0.68147
H 4.44500 6.52521 3.02218
H -2.97986 -5.91252 -0.06985
H 0.88057 1.11251 -5.59031
H -1.16091 -3.57838 3.39079
H 2.64867 -1.09352 -5.06350
H -6.35835 -0.52681 2.86135
H -3.77922 -4.08683 -1.85226
H -1.12311 1.40373 -4.34315
H -2.10955 0.06411 -3.70246
H 2.93958 0.64262 3.59890
H -0.92388 -2.28238 -3.67753
H -1.08217 0.23316 -6.44870
*
```

=====

DFT (wB97M-V/def2-TZVPD) results for a structure of composition C31H34F7FeIN2O2P2Sb.

As for the expectation value of S²: 6.225. The LUMO energy (alpha / beta) is -5.0 / -3.9 eV.

ORCA input file:
```
! RIJCOSX wB97M-V def2-TZVPD def2/J DEFGRID3
* xyz 1 5
I -2.94095 2.17499 2.16875
Sb -4.76434 -1.16416 0.54567
Fe -1.04249 0.58216 0.37006
P -0.66443 -1.28080 1.75032
P 1.04422 1.17309 1.21066
F -4.04696 -2.55549 1.61549
F 4.87139 -6.13250 1.20975
F -5.19484 0.34062 -0.48113
F -2.88571 -0.50808 0.41931
F -4.33782 -2.17162 -0.97661
F -4.84966 -0.13949 2.13749
F -6.51444 -1.77052 0.68280
O -0.90329 -0.23724 -1.31456
O -3.06107 3.90747 -3.85290
N -1.24657 2.40464 -0.52555
N -1.45514 -0.37573 -4.82697
C 2.99658 -2.50595 3.10517
C -0.15573 5.79986 0.53654
C 1.64886 -2.50396 2.78802
C 1.16448 2.45853 2.47817
C -0.77637 5.91188 1.77164
C -1.16951 0.19365 -2.52244
C -1.72792 3.72571 1.48389
C 3.78149 -1.39075 2.83291
C -1.96841 3.33724 -4.55995
C -1.11669 3.60456 0.23801
C -1.68673 1.91122 -4.16037
C 1.86966 -0.26622 1.92041
C 2.18541 -4.24640 -0.26170
C -1.43457 1.53811 -2.81076
C 3.22399 -0.26869 2.24393
C 4.89294 -3.95042 0.34262
C -1.09456 -2.77752 0.83460
C -1.43545 2.55459 -1.80208
C 2.86460 -5.28991 0.32760
C -1.56707 4.87338 2.24436
C 1.08325 -1.37843 2.19495
C -1.58515 -1.27446 3.30168
C 2.03910 1.75335 -0.18506
C -0.32355 4.65249 -0.22390
C 4.20770 -5.12125 0.63156
C 2.82583 -3.01419 -0.54760
C -1.04527 -2.21482 -3.32282
C 4.20560 -2.90935 -0.24135
C -1.67262 0.92561 -5.10620
C -1.22370 -0.75251 -3.59658
C 2.12218 -1.93942 -1.10679
H 1.04691 -3.38007 2.99704
H -2.05293 -3.14852 1.19467
H 1.14707 -4.37375 -0.54127
H 5.94765 -3.88190 0.57220
H -0.65003 6.80476 2.36820
H 3.84777 0.59323 2.03808
H 0.01214 -2.48772 -3.34665
H 0.89679 3.43169 2.06924
H -1.62492 3.56771 -2.14616
H -1.11159 3.97783 -4.33911
H 4.83534 -1.40211 3.07646
H 1.71280 2.75890 -0.45077
H 0.17432 4.56204 -1.18198
H 2.64327 -1.02790 -1.36587
H 3.09475 1.77884 0.08684
H -1.86001 1.15696 -6.14793
H -3.87186 3.45287 -4.10727
H -0.31039 -3.51924 0.97904
H 1.89485 1.09000 -1.03608
H 1.06965 -2.00805 -1.34259
H -2.06136 4.95684 3.20251
H 3.44175 -3.38172 3.55763
H -1.19084 -2.53615 -0.22109
H -1.55512 -2.78297 -4.09667
H 2.19281 2.48227 2.84346
H 4.72536 -1.98870 -0.47751
H 0.46228 6.60401 0.16108
H -2.65349 -1.27225 3.09017
H -1.33114 -2.18401 3.85001
H 2.38554 -6.23626 0.53962
H -1.31476 -0.40344 3.89737
H -2.12438 3.37874 -5.64024
H -1.45346 -2.48415 -2.35086
H 0.49897 2.21896 3.30742
*
```

=====

DFT (wB97M-V/def2-TZVPD) results for a structure of composition C31H34N3O2RbSSe2.

The LUMO energy is 3.8 eV.

ORCA input file:
```
! RIJCOSX wB97M-V def2-TZVPD def2/J DEFGRID3
* xyz -2 1
Rb -0.66449 -0.41377 -0.55256
Se -4.27061 -0.69212 0.16989
Se -0.47537 -3.71668 -0.09568
S 0.09212 2.32531 -4.84793
O -3.37991 -6.14120 0.24571
O -4.86125 -2.87719 -1.99034
N 2.56192 0.17701 0.70660
N 0.14627 0.59954 -2.93356
N 0.63999 0.09512 2.57639
C 0.09152 5.27431 -1.53204
C 1.92035 -0.07315 2.98577
C 3.64061 -0.47125 4.65099
C 4.64348 -0.38764 3.72530
C 0.01366 -1.35167 -6.57686
C -2.26880 -3.59018 -0.94981
C -4.78815 -3.74693 -0.88047
C -0.06926 -4.35415 -4.16485
C 2.95436 -0.01520 1.98896
C 2.28722 -0.31471 4.29633
C 0.08849 -1.51589 -4.18414
C 0.04845 0.03153 -6.52367
C -0.06412 -3.66909 -5.53400
C 5.26169 -0.06146 1.33120
C 3.47291 0.26334 -0.22293
C -3.45399 -4.86259 0.89607
C 4.30566 -0.15551 2.36795
C 4.85509 0.15211 0.04713
C 0.08475 4.92802 -0.18050
C 1.13764 -4.18767 -6.33661
C 0.11817 1.87684 -3.11220
C 0.02232 -2.14502 -5.41555
C 0.08551 3.59194 0.19344
C -3.57086 -2.41114 0.89830
C 0.09589 2.50003 -0.70342
C -3.50452 -3.63932 -0.03019
C 0.10718 2.91569 -2.05885
C 0.11954 -0.12171 -4.11098
C 0.10149 4.26030 -2.46796
C -1.36075 -4.04772 -6.26357
C 0.09191 0.64639 -5.27642
H 0.02536 0.62064 -7.43313
H -4.19966 -2.64280 1.76111
H -2.56661 -2.20996 1.26854
H 0.83922 -4.15184 -3.59510
H 2.07064 -3.93259 -5.82832
H -2.29910 -2.65324 -1.50548
H -4.02815 -6.14513 -0.46259
H 1.51673 -0.38168 5.05602
H 0.08838 -2.08353 -3.25887
H 3.11214 0.42834 -1.23492
H -2.22734 -3.69238 -5.70208
H 0.07804 3.38338 1.26398
H 6.31367 -0.16180 1.57721
H -0.03630 -1.82596 -7.55059
H -0.14311 -5.43594 -4.30242
H -2.32821 -4.40256 -1.67600
H -5.65035 -3.59668 -0.21255
H 3.88523 -0.65716 5.69100
H 0.10335 4.52031 -3.52422
H -4.75624 -1.97556 -1.60790
H 0.07323 5.71195 0.57244
H 1.17043 -3.75725 -7.34133
H 0.08361 6.31253 -1.84217
H -1.43336 -5.13507 -6.35592
H -4.32824 -4.83480 1.56003
H 5.68404 -0.50162 4.00695
H -2.54880 -4.78705 1.49755
H -0.11524 0.11577 3.23412
H 5.56888 0.22800 -0.76331
H -1.40469 -3.61615 -7.26733
H -0.91240 -4.03934 -3.54715
H -4.87494 -4.75166 -1.31094
H 1.08361 -5.27599 -6.43226
H 0.48599 0.43257 1.64220
*
```

=====

Repeat the first record exactly.
DFT (wB97M-V/def2-TZVPD) results for a structure of composition C31H34BrInN7O3Se2 at a distorted geometry.

The LUMO energy is -3.5 eV.

ORCA input file:
```
! RIJCOSX wB97M-V def2-TZVPD def2/J DEFGRID3
* xyz 1 1
In 0.56204 -0.86699 -0.88105
Br 0.40922 2.73389 5.31896
Se 1.50363 -2.23960 -2.67972
Se -0.57692 1.14166 -1.92548
O -0.43710 -1.73983 -6.68900
O 3.99435 6.05667 3.72239
O 2.03363 -0.66789 -5.68402
N 0.54761 -1.61445 1.28524
N -1.43549 -2.35523 -0.36160
N -2.15979 0.16554 1.94366
N -4.47362 1.12331 2.99468
N 2.29113 0.24030 0.33122
N 1.05522 3.23747 2.65503
N -5.45679 -1.00409 2.93116
C 1.38944 3.62285 3.89225
C -0.13919 -0.51756 -4.57074
C 3.27419 0.96788 -0.17834
C -3.04036 -3.92280 -1.06948
C 0.07205 -1.93947 -3.95841
C 4.16456 1.41666 2.01536
C -3.01701 -1.66839 -2.08951
C 3.06371 5.18759 3.30977
C 1.15620 0.20780 -4.96348
C -1.07450 0.43756 -3.72964
C 1.01434 -1.04343 3.55905
C -1.73171 -4.44206 0.81889
C 2.66304 5.00226 1.98042
C -3.44565 1.91513 2.78711
C -2.40979 -2.69224 -1.14778
C -0.27020 -2.59696 1.70679
C -2.62645 -4.86918 -0.12336
C -0.44148 -2.85895 3.09849
C 1.19048 -0.84424 2.18192
C -1.01741 -0.75407 -5.86568
C 3.07980 0.68656 2.55384
C 0.24637 -2.08893 3.96205
C 3.58443 0.94229 -1.65401
C -2.26585 1.50236 2.16632
C -4.39221 -0.13588 2.63462
C 1.66432 4.01529 1.73336
C 2.19551 0.07100 1.68470
C -3.22003 -0.59822 2.06450
C 2.35649 4.52058 4.29675
C -1.12471 -3.21733 0.68337
C 4.27212 1.52493 0.66518
H 4.25435 1.77487 -1.88538
H -1.42324 -5.13184 1.56587
H 5.10583 2.08294 0.25915
H 1.48697 -0.44072 4.31529
H 3.01287 5.61322 1.17668
H -2.52148 -0.74627 -1.81569
H 0.13434 -2.27574 5.04448
H 1.66114 0.58542 -4.06427
H 0.53461 -1.67120 -6.63713
H -4.02570 -1.54982 -1.84681
H 0.35204 -2.65653 -4.71325
H 4.12848 0.03606 -1.89601
H 2.58052 4.59910 5.35909
H -1.36146 2.08913 1.98289
H -5.47947 -1.79639 2.27124
H -3.64122 2.92397 3.14286
H -3.15129 -1.60488 1.81100
H -2.04887 -1.08650 -5.63425
H 2.63862 0.93864 -2.16093
H -2.93855 -1.91066 -3.14333
H 4.93149 1.77948 2.65584
H 1.34557 3.90504 0.68147
H 4.44500 6.52521 3.02218
H -2.97986 -5.91252 -0.06985
H 0.88057 1.11251 -5.59031
H -1.16091 -3.57838 3.39079
H 2.64867 -1.09352 -5.06350
H -6.35835 -0.52681 2.86135
H -3.77922 -4.08683 -1.85226
H -1.12311 1.40373 -4.34315
H -2.10955 0.06411 -3.70246
H 2.93958 0.64262 3.59890
H -0.92388 -2.28238 -3.67753
H -1.08217 0.23316 -6.44870
*
```